The following is a DFT calculation (wB97M-V/def2-TZVPD) of C33H42F6N6O4S2SeZr as an isolated structure.

Last column: Mulliken charge in e.
Geometry (Å):
Zr  -0.01  -0.99  1.80  0.2622
C  -3.12  -1.32  2.20  -1.3051
N  -2.25  -0.31  1.53  2.0409
C  -2.57  1.03  2.10  -1.3616
C  -2.51  -0.37  0.09  0.5756
C  -3.60  0.28  -0.48  -0.3835
C  -3.83  0.17  -1.84  -1.4529
C  -2.97  -0.58  -2.62  -1.3107
C  -1.90  -1.25  -2.04  -0.7849
C  -1.67  -1.18  -0.67  0.1526
N  -0.61  -1.82  0.04  1.3091
C  0.13  -2.87  -0.56  -0.2238
C  -0.37  -3.76  -1.51  -0.9095
C  0.46  -4.70  -2.10  -0.9126
C  1.80  -4.78  -1.74  -1.0778
C  2.28  -3.97  -0.73  -0.7681
C  1.44  -3.05  -0.12  0.5092
N  1.85  -2.34  1.10  2.6250
C  3.12  -1.58  0.91  -1.2202
C  2.13  -3.38  2.14  -1.4554
H  -4.17  -1.08  2.00  0.5121
H  -2.95  -1.29  3.27  0.3212
H  -2.90  -2.31  1.82  0.3078
H  -3.64  1.21  2.05  0.5598
H  -2.04  1.79  1.53  0.4178
H  -2.27  1.07  3.14  0.1866
H  -4.26  0.88  0.13  0.4810
H  -4.68  0.68  -2.29  0.4454
H  -3.12  -0.65  -3.68  0.5266
H  -1.23  -1.80  -2.68  0.4885
H  -1.41  -3.73  -1.78  0.7638
H  0.06  -5.38  -2.84  0.4741
H  2.45  -5.50  -2.22  0.4960
H  3.30  -4.08  -0.39  0.4004
H  3.95  -2.27  0.79  0.5006
H  3.31  -0.95  1.78  0.1939
H  3.06  -0.95  0.02  0.2932
H  2.99  -3.97  1.84  0.6075
H  1.28  -4.04  2.24  0.3895
H  2.36  -2.89  3.08  0.2385
F  1.51  1.74  5.32  -0.1562
C  1.41  0.54  5.86  0.5204
F  0.61  0.54  6.90  -0.1488
F  2.59  0.05  6.17  -0.1511
S  0.67  -0.56  4.56  0.7835
O  1.59  -0.58  3.39  -0.5993
O  -0.59  0.00  4.05  -0.6508
N  0.55  -1.93  5.27  -0.4420
S  -0.25  -3.09  4.54  1.0259
O  0.34  -4.36  4.67  -0.5526
O  -0.59  -2.64  3.15  -0.6221
C  -1.90  -3.14  5.40  0.5787
F  -1.73  -3.66  6.59  -0.1728
F  -2.71  -3.87  4.66  -0.1768
F  -2.37  -1.90  5.50  -0.2042
C  4.09  1.39  -1.49  -0.9562
C  3.29  1.57  -2.77  -0.2435
C  2.61  0.29  -3.26  -1.0099
C  1.49  -0.22  -2.35  0.3840
N  0.43  0.77  -2.19  1.6539
C  0.13  1.46  -1.08  -0.6877
Se  0.93  1.26  0.63  -0.5435
N  -0.84  2.34  -1.34  1.7258
C  -1.36  3.40  -0.47  -1.2009
C  -0.88  4.78  -0.92  -0.8720
C  0.62  5.00  -0.71  0.2906
C  1.01  5.17  0.75  -1.2324
C  -1.20  2.21  -2.68  0.0463
C  -2.20  2.83  -3.43  -0.8988
C  -2.35  2.40  -4.73  -0.8871
C  -1.55  1.38  -5.27  -1.0507
C  -0.56  0.77  -4.52  -0.6925
C  -0.40  1.21  -3.22  0.4972
H  4.65  2.29  -1.25  0.4476
H  4.82  0.58  -1.60  0.3100
H  3.45  1.17  -0.63  -0.0195
H  3.94  1.93  -3.57  0.4653
H  2.53  2.35  -2.63  0.0548
H  3.35  -0.52  -3.33  0.5912
H  2.23  0.44  -4.27  0.4268
H  1.87  -0.42  -1.36  -1.6175
H  1.05  -1.14  -2.74  0.2874
H  -1.02  3.19  0.54  0.2414
H  -2.45  3.33  -0.50  0.4243
H  -1.44  5.52  -0.35  0.5490
H  -1.14  4.93  -1.97  0.4326
H  0.92  5.88  -1.27  0.4631
H  1.18  4.16  -1.15  -0.2972
H  0.46  6.01  1.20  0.3685
H  2.08  5.39  0.85  0.3941
H  0.81  4.28  1.35  0.1787
H  -2.83  3.60  -3.01  0.5854
H  -3.11  2.85  -5.35  0.4769
H  -1.71  1.07  -6.29  0.4527
H  0.04  -0.03  -4.94  0.5172

As for the HOMO-LUMO gap: 7.325 eV. As for the multiplicity: 1. As for the total charge: +2. The calculation puts the LUMO energy at -6.052 eV.